This record from the Open Molecules 2025 dataset describes a cluster of 2 separate species, C2H2N2S3 in total in a non-equilibrium geometry. The level of theory is ωB97M-V/def2-TZVPD.

Computed properties:
Net charge: 0
Highest occupied orbital energy, hartree: -0.313
Lowest unoccupied orbital energy, eV: -0.082
Multiplicity: 1
Frontier orbital gap, Ha: 0.310
Energy above the lowest of the compared OMol25 structures with the same formula, charge and spin, kcal/mol: 92.3

Last column: Löwdin charge in e.
Positions of all 9 atoms, in Å:
C 2.055 -0.676 1.192  -1.435
C -1.469 0.611 -0.902  -0.435
N -0.368 -0.423 1.102  0.100
N -0.676 -0.049 0.066  -0.507
S 2.007 -2.236 1.055  0.705
S 2.274 0.865 1.320  0.705
S 0.061 -0.006 -1.615  0.705
H -2.292 0.173 -1.373  0.048
H -1.593 1.741 -0.845  0.113